DFT (ωB97M-V/def2-TZVPD) results for a cluster of 2 separate species, C2H8O2 in total in a non-equilibrium geometry.

The geometry in XYZ format:
```
12
C2H8O2, DFT ωB97M-V/def2-TZVPD
C -2.12 1.42 -1.17
O -1.19 0.46 -0.67
H -1.55 2.18 -1.71
H -2.74 0.87 -1.88
H -2.80 1.82 -0.41
H -0.82 0.82 0.13
C 2.20 -1.27 1.15
O 1.16 -0.78 0.28
H 3.03 -1.50 0.49
H 1.81 -2.08 1.78
H 2.50 -0.48 1.84
H 0.51 -1.46 0.18
```

Computed properties:
Energy above the lowest of the compared OMol25 structures with the same formula, charge and spin, kJ/mol: 84.2
Orbital gap, eV: 11.16
Lowest unoccupied orbital energy, eV: 0.960
M, g/mol: 64.08
E_HOMO, eV: -10.198

***

DFT (ωB97M-V/def2-TZVPD) results for the molecule C5H2O.

The geometry in XYZ format:
```
8
C5H2O, DFT ωB97M-V/def2-TZVPD
O -1.15 -1.43 1.41
C -0.69 -0.44 0.93
C -0.60 1.12 -2.16
C 0.60 1.11 -1.70
C 0.84 0.43 -0.61
C 0.73 -0.34 0.44
H -1.27 0.50 0.83
H 1.53 -0.94 0.86
```

Computed properties:
Energy above the lowest of the compared OMol25 structures with the same formula, charge and spin, kJ/mol: 226.2
Orbital gap, eV: 8.71
Lowest unoccupied orbital energy, eV: -1.349
M, g/mol: 78.07
E_HOMO, eV: -10.056

***

DFT (ωB97M-V/def2-TZVPD) results for a cluster of 3 separate species, C5H15NO2 in total in a non-equilibrium geometry.

The geometry in XYZ format:
```
23
C5H15NO2, DFT ωB97M-V/def2-TZVPD
C 1.57 -1.32 -0.60
C 0.35 -0.52 -0.21
C 0.38 0.76 0.15
C 1.66 1.57 0.25
N -0.75 1.64 0.01
C -1.91 1.17 -0.72
H 1.27 -2.37 -0.70
H 1.97 -0.99 -1.57
H 2.41 -1.34 0.10
H -0.55 -1.06 -0.52
H 2.27 1.38 -0.64
H 2.26 1.44 1.15
H 1.42 2.63 0.15
H -1.01 1.97 0.92
H -1.62 0.86 -1.72
H -2.39 0.29 -0.27
H -2.60 2.01 -0.73
O -2.31 -2.11 -1.09
H -1.96 -1.97 -1.98
H -3.27 -2.11 -1.13
O 1.05 -0.40 3.36
H 0.32 -0.30 2.73
H 1.43 -1.23 3.04
```

Computed properties:
Energy above the lowest of the compared OMol25 structures with the same formula, charge and spin, kJ/mol: 159.9
Orbital gap, eV: 8.80
Lowest unoccupied orbital energy, eV: 0.574
M, g/mol: 121.18
E_HOMO, eV: -8.224

***

DFT (ωB97M-V/def2-TZVPD) results for a cluster of 2 separate species, C2H6O in total in a non-equilibrium geometry.

The geometry in XYZ format:
```
9
C2H6O, DFT ωB97M-V/def2-TZVPD
C 0.74 -1.35 -1.85
O 0.51 -1.14 -0.67
H -0.08 -1.35 -2.57
H 1.81 -1.45 -2.08
C -0.59 1.07 1.45
H -0.15 1.92 0.93
H -0.97 1.46 2.39
H 0.12 0.25 1.52
H -1.38 0.59 0.88
```

Computed properties:
Energy above the lowest of the compared OMol25 structures with the same formula, charge and spin, kJ/mol: 83.7
Orbital gap, eV: 11.08
Lowest unoccupied orbital energy, eV: 0.765
M, g/mol: 46.07
E_HOMO, eV: -10.312

***

DFT (ωB97M-V/def2-TZVPD) results for a structure of composition C4H6FNO2 in a non-equilibrium geometry.

The geometry in XYZ format:
```
14
C4H6FNO2, DFT ωB97M-V/def2-TZVPD
C -0.65 1.09 -2.16
C 0.73 0.49 0.84
C 0.76 -0.93 0.86
C -0.59 -1.28 1.68
H -0.58 0.17 -2.84
H -0.14 1.90 -2.60
H -1.70 1.26 -1.62
H 0.89 0.88 1.77
H 0.88 -1.40 -0.08
H -0.34 -1.58 3.01
N 0.19 1.25 -0.07
O 0.22 0.38 -1.25
O -1.61 -0.78 1.01
F 1.95 -1.45 1.46
```

Computed properties:
Energy above the lowest of the compared OMol25 structures with the same formula, charge and spin, kJ/mol: 632.6
Orbital gap, eV: 8.97
Lowest unoccupied orbital energy, eV: -0.787
M, g/mol: 119.09
E_HOMO, eV: -9.756

***

DFT (ωB97M-V/def2-TZVPD) results for a cluster of 2 separate species, C20H23NO7S in total in a non-equilibrium geometry.

The geometry in XYZ format:
```
52
C20H23NO7S, DFT ωB97M-V/def2-TZVPD
C 0.77 -4.01 1.59
C -0.55 -4.00 1.02
C -0.89 -3.54 -0.50
C -0.78 -1.96 -0.73
O 0.15 -1.41 -1.67
C 1.45 -2.03 -1.64
C 2.32 -1.75 -0.32
C 3.55 -0.73 -0.51
C 4.62 -1.20 -1.63
O -0.83 -1.41 0.63
C -2.14 -1.09 1.15
O -2.47 -0.89 2.33
O -2.95 -1.02 -0.04
C -2.18 -1.28 -1.24
C -2.09 0.16 -1.98
C -1.70 1.38 -1.02
C -2.79 2.51 -0.80
C -2.53 3.74 0.11
C -1.16 3.95 0.86
C -0.06 2.85 0.60
C 1.40 2.91 1.30
C -0.34 1.60 -0.32
N -3.00 -2.08 -2.25
C -4.15 -2.30 -1.63
S -5.73 -2.42 -1.10
H 0.91 -3.38 2.55
H 1.69 -4.51 1.16
H -1.41 -4.40 1.68
H -2.01 -3.81 -0.63
H -0.34 -4.18 -1.29
H 1.46 -3.15 -1.85
H 2.05 -1.55 -2.52
H 2.79 -2.77 -0.02
H 1.72 -1.40 0.59
H 3.16 0.33 -0.65
H 4.12 -0.73 0.50
H 4.20 -2.06 -2.26
H 4.77 -0.29 -2.33
H 5.65 -1.43 -1.19
H -1.45 0.13 -2.94
H -3.17 0.37 -2.36
H -3.81 2.43 -1.32
H -3.33 4.56 0.30
H -0.94 4.84 1.56
H 2.23 2.73 0.51
H 1.53 2.08 2.08
H 1.58 3.91 1.81
H 0.50 0.83 -0.46
C 0.03 6.40 3.76
O -0.07 7.01 4.84
O 1.10 5.81 3.35
O -0.91 6.26 2.91
```

Computed properties:
Orbital gap, eV: 1.32
Lowest unoccupied orbital energy, eV: 3.049
M, g/mol: 421.47
E_HOMO, eV: 1.724
Charge: -2

***

DFT (ωB97M-V/def2-TZVPD) results for the molecule C2H5NO in a non-equilibrium geometry.

The geometry in XYZ format:
```
9
C2H5NO, DFT ωB97M-V/def2-TZVPD
C 0.22 0.26 1.13
N 0.37 -0.32 -0.26
C -0.53 -0.08 -1.23
O -1.35 0.83 -1.22
H -0.82 0.56 1.30
H 0.42 -0.56 1.87
H 0.92 0.96 0.68
H 1.18 -0.89 -0.42
H -0.50 -0.86 -1.99
```

Computed properties:
Energy above the lowest of the compared OMol25 structures with the same formula, charge and spin, kJ/mol: 182.9
Orbital gap, eV: 10.37
Lowest unoccupied orbital energy, eV: 0.869
M, g/mol: 59.07
E_HOMO, eV: -9.499

***

DFT (ωB97M-V/def2-TZVPD) results for a cluster of 5 separate species, C24H38F8N7O2 in total in a non-equilibrium geometry.

The geometry in XYZ format:
```
79
C24H38F8N7O2, DFT ωB97M-V/def2-TZVPD
C -1.27 -2.30 -4.99
C -0.72 -1.35 -3.74
O -1.81 -0.59 -3.08
C -1.51 0.85 -3.02
C -0.17 1.20 -2.07
N -0.08 0.32 -0.85
C 0.19 0.86 0.38
N 0.32 -0.24 1.46
C 1.34 -1.32 1.20
C 0.92 -2.75 1.95
C 2.15 -3.81 1.54
O 0.95 -2.66 3.42
C 0.84 0.50 2.66
C -0.39 0.24 3.75
F -1.33 -0.76 3.12
F 0.11 -0.27 5.05
F -1.21 1.44 4.04
C 1.12 2.07 2.17
C 2.65 2.56 1.86
C 3.75 1.37 1.63
C 3.81 0.80 0.06
F 5.10 2.00 1.84
N 0.41 2.27 0.88
C -0.61 3.32 0.67
F -1.89 2.86 0.00
F -0.02 4.33 -0.28
C -1.09 4.19 1.97
F 0.01 5.01 2.60
F -2.05 5.23 1.43
H -1.42 -1.70 -5.99
H -0.47 -3.15 -5.14
H -2.30 -2.81 -4.67
H -0.21 -2.07 -2.94
H 0.08 -0.64 -4.23
H -2.45 1.49 -2.73
H -1.23 1.17 -4.13
H -0.07 2.35 -1.88
H 0.75 0.90 -2.76
H -0.22 -0.72 -1.02
H 1.46 -1.62 0.05
H 2.43 -1.09 1.57
H -0.06 -3.22 1.51
H 2.50 -3.65 0.42
H 3.08 -3.53 2.21
H 1.85 -4.93 1.68
H 0.45 -3.50 3.73
H 1.75 0.09 3.27
H 0.86 2.65 3.15
H 2.67 3.24 0.91
H 3.01 3.26 2.76
H 3.70 0.48 2.39
H 4.65 1.42 -0.52
H 2.82 0.99 -0.54
H 4.10 -0.34 0.05
H -1.70 3.61 2.78
C -4.14 -1.20 -0.16
C -4.36 -2.40 -0.98
N -4.54 -3.34 -1.63
H -4.97 -1.02 0.53
H -3.22 -1.28 0.44
H -4.03 -0.30 -0.78
C -1.71 0.53 -8.65
C -2.24 0.60 -7.27
N -2.65 0.65 -6.19
H -2.49 0.27 -9.37
H -1.29 1.49 -8.96
H -0.92 -0.22 -8.74
C -3.86 -6.35 0.44
C -3.12 -6.93 1.57
N -2.54 -7.39 2.47
H -4.12 -7.11 -0.30
H -4.79 -5.88 0.76
H -3.27 -5.58 -0.08
C 4.05 5.62 5.30
C 3.24 4.41 5.05
N 2.60 3.46 4.85
H 3.61 6.24 6.09
H 5.07 5.36 5.61
H 4.13 6.24 4.41
```

Computed properties:
Orbital gap, eV: 8.77
Lowest unoccupied orbital energy, eV: -4.105
M, g/mol: 608.60
E_HOMO, eV: -12.876
Charge: +1